(1)
Density functional theory data (ωB97M-V with the def2-TZVPD basis set) for C5H11NO in the gas phase.

Output
HOMO	-9.26	eV
total charge	0
multiplicity	1
electronic energy	-8899.9835	eV
SMILES string	CCN(C)C(C)=O
F_max	1.70	eV/A

Last column: natural (NBO) charge in e.
Positions of all 18 atoms, in Å:
1 H 0.483 -0.916 1.096  0.2062
2 H 1.830 1.312 0.758  0.1935
3 H 0.290 0.345 2.289  0.1993
4 H 1.573 -0.987 -1.357  0.2178
5 H 1.677 -1.732 0.181  0.2191
6 O -0.801 1.296 -1.821  -0.6039
7 H 1.368 1.474 -0.952  0.2456
8 H -2.792 -0.170 -1.523  0.2443
9 N -0.120 0.797 0.295  -0.4547
10 C -1.017 0.722 -0.769  0.6920
11 C -0.185 -0.113 1.415  -0.4301
12 H -1.961 -1.157 -0.296  0.2234
13 H -1.191 -0.435 1.660  0.2074
14 C 1.283 0.822 -0.065  -0.2074
15 C 1.878 -0.747 -0.340  -0.6821
16 H -2.908 0.253 0.206  0.2322
17 H 2.960 -0.691 -0.248  0.2188
18 C -2.252 -0.138 -0.577  -0.7212

(2)
Density functional theory data (ωB97M-V with the def2-TZVPD basis set) for a molecular structure, C44H41AsBF4N6O5SeTl.

Output
HOMO	-8.54	eV
total charge	0
multiplicity	1
electronic energy	-207904.3511	eV
F_max	0.96	eV/A

Last column: Löwdin charge in e.
Positions of all 104 atoms, in Å:
1 C 4.946 -1.649 -0.398  -0.0657
2 C -1.534 2.867 -0.168  0.0039
3 C 2.408 -2.556 -0.089  -0.0752
4 C -1.030 -3.125 1.057  -0.2872
5 H 5.598 -3.513 0.419  0.1253
6 C -4.602 -3.002 -1.750  -0.0649
7 C -2.254 4.239 2.839  -0.0666
8 H -1.674 2.020 -0.826  0.0542
9 C -2.227 0.631 4.060  -0.0816
10 H -1.079 -4.463 4.171  0.1081
11 C 6.447 0.191 -1.257  -0.3347
12 N 7.663 0.566 -1.522  -0.2215
13 H -1.500 -2.495 5.162  0.1097
14 O 1.519 0.230 -3.218  -0.1231
15 H 1.704 2.661 2.360  0.0943
16 C -2.271 -0.009 -3.096  -0.2328
17 H 3.239 -4.338 0.746  0.1234
18 H -4.190 -0.528 1.185  0.0908
19 H -0.319 -6.362 0.402  0.1053
20 B 2.327 -0.385 2.558  -1.1664
21 O -1.342 0.938 -2.498  -0.1940
22 F 3.153 -1.490 2.813  0.1267
23 H -6.444 -1.182 0.438  0.1031
24 H -4.055 1.237 -3.244  0.1140
25 C -0.945 1.587 -3.737  -0.2394
26 H 1.631 3.380 4.645  0.0885
27 N 2.921 1.266 -1.294  0.0559
28 C -0.454 0.404 -4.595  -0.0881
29 C 1.044 0.186 -4.441  -0.5656
30 C -1.065 4.600 1.951  -0.2005
31 H -2.896 5.116 2.964  0.0847
32 H -1.937 -1.204 -4.884  0.1522
33 H 6.346 2.729 -2.231  0.1221
34 H -0.495 5.395 2.429  0.1199
35 O -0.294 -1.778 -2.145  -0.2223
36 N 7.372 -1.808 -0.471  -0.2192
37 H 2.084 3.057 -1.830  0.1160
38 N 2.592 -1.340 -0.586  0.0885
39 C -0.977 -4.396 3.093  -0.0159
40 C -3.224 0.914 -3.871  -0.0727
41 N 0.544 1.724 0.299  0.0912
42 H -2.859 3.440 2.404  0.0574
43 H -4.712 -3.696 -2.577  0.1097
44 C -0.737 -4.260 0.314  -0.0949
45 C 5.278 1.032 -1.490  -0.0679
46 H 1.396 -2.896 -0.018  0.0884
47 H -2.425 2.997 0.446  0.0747
48 F 1.180 -0.807 1.780  0.0244
49 F 3.025 0.585 1.738  0.0621
50 H -0.628 0.590 -5.648  0.1528
51 C -3.176 -1.745 -0.268  -0.3423
52 H -1.421 3.761 -0.789  0.1043
53 H -2.485 1.613 4.442  0.0921
54 H -2.105 -0.263 6.008  0.1062
55 C -3.330 -2.633 -1.334  -0.1158
56 C -2.090 0.426 2.692  -0.0932
57 C -0.554 -5.470 0.972  -0.0727
58 As -1.374 -1.331 0.395  1.4097
59 C 3.844 -0.864 -0.715  -0.1131
60 O 1.732 0.016 -5.433  0.0811
61 H -6.719 -2.782 -1.432  0.1027
62 C -0.294 2.660 0.664  -0.3749
63 C 5.370 2.331 -1.980  0.0223
64 C -0.667 -5.532 2.359  -0.0730
65 H -0.190 2.346 -3.545  0.1586
66 H -1.924 3.908 3.824  0.0568
67 C 1.065 3.502 2.584  -0.1667
68 C -1.543 -1.900 3.094  -0.1778
69 H -0.520 -6.476 2.870  0.1036
70 H -2.461 -3.030 -1.849  0.0949
71 H -3.634 0.404 -4.742  0.1193
72 C 3.455 -3.371 0.311  0.0008
73 C -5.572 -1.591 -0.062  -0.0818
74 C -5.726 -2.485 -1.111  -0.0849
75 H -1.415 5.000 1.003  0.1073
76 H -0.629 -4.195 -0.765  0.1066
77 C -0.656 -1.949 -3.399  -0.5770
78 O -0.557 -3.004 -4.003  0.0835
79 H -2.234 1.249 1.997  0.0787
80 H 0.161 4.334 4.392  0.0673
81 H -2.569 3.006 -3.719  0.1098
82 H 0.123 2.547 4.277  0.0722
83 C 6.284 -1.127 -0.675  -0.3272
84 Tl 0.724 -0.005 -1.182  0.9870
85 C -4.300 -1.219 0.359  -0.0908
86 C 3.014 2.498 -1.762  -0.1012
87 H -2.735 -0.614 -2.329  0.1133
88 H -2.268 2.314 -5.320  0.1192
89 C 4.018 0.522 -1.183  -0.1279
90 C 0.708 3.445 4.063  -0.0655
91 Se 8.703 -0.776 -1.019  1.1216
92 C -2.290 2.098 -4.252  -0.0870
93 H 1.376 1.590 0.873  0.0373
94 C -1.169 -3.180 2.445  -0.1758
95 C -1.762 -0.835 2.219  -0.3151
96 C -1.366 -0.768 -4.074  -0.0826
97 N -0.120 3.501 1.708  -0.0510
98 C -2.016 -0.426 4.939  -0.0630
99 C -1.676 -1.686 4.461  -0.0065
100 C 4.221 3.073 -2.131  -0.0210
101 H 1.637 4.410 2.371  0.1273
102 H 4.249 4.081 -2.520  0.1115
103 C 4.738 -2.916 0.144  0.0347
104 F 1.876 0.236 3.740  0.1108